No. 1
Below is C38H54AlClNO2P2 as an isolated structure, with properties calculated with ωB97M-V/def2-TZVPD.

XYZ file:
```
99
C38H54AlClNO2P2 ωB97M-V/def2-TZVPD
Cl 2.7676 -3.6894 -1.3314
P 2.9347 1.4490 -0.4803
P -1.5143 0.2884 -1.3601
Al -0.9959 -1.3869 0.3962
O -0.8501 -2.8052 -0.8610
O 0.5003 -2.3984 0.7567
N 0.2440 0.3306 0.7718
C -3.7306 -3.1968 1.6123
C 3.5229 0.5428 -2.8931
C 3.6985 -0.5324 3.0914
C -3.3641 0.6509 -1.8342
C 4.2213 3.2762 1.1690
C 0.0419 1.6327 0.3373
C -5.3318 -4.8019 -0.1051
C -3.7931 1.3063 -3.1791
C 4.1843 3.7051 -1.3170
C 2.7315 0.5620 1.1283
C -3.9344 1.3082 -0.5625
C 0.1348 4.0851 0.5842
C -0.2727 1.3032 -3.6601
C -4.7707 -2.6566 0.8549
C 2.4178 -0.8874 3.5018
C -4.3608 -5.4224 0.6728
C -0.8275 4.2611 -0.3743
C -3.5403 -4.5886 1.4700
C 3.7554 0.1605 -1.3755
C 1.4024 0.0815 1.5382
C 0.2202 -3.1508 -0.2447
C -3.0636 -2.2941 2.6535
C -0.3853 0.0813 -2.8032
C 3.8951 0.1934 1.8515
C 5.2259 -0.1834 -1.1734
C 4.8616 -0.8490 4.0792
C -1.3288 5.5771 -0.8476
C 0.4810 2.8177 1.0414
C -5.4754 -3.4405 -0.0638
C -1.3706 3.1200 -0.9908
C -2.1228 -3.0609 3.5254
C -0.9992 -1.1161 -3.5937
C 4.4120 2.6903 -0.2043
C 1.0416 -4.2243 -0.8001
C 1.2551 -0.6088 2.7686
C -4.0897 -1.5345 3.5220
C -0.8749 1.8414 -0.6819
C -2.2095 -1.3149 1.8074
H -3.5623 -0.6984 4.0205
H 4.2936 3.1368 -2.2600
H 4.9289 4.5329 -1.2827
H 5.8472 0.4143 -1.8890
H -2.4120 5.5289 -0.9815
H 4.5052 2.5836 1.9487
H 3.1388 4.0786 -1.3522
H -2.0132 3.3048 -1.8650
H -1.7231 -2.3842 4.3120
H -3.3686 0.9594 0.2976
H 0.5426 -4.5927 -1.6413
H 1.3681 -4.9346 -0.0082
H 5.2475 0.0812 4.6563
H -4.5913 -2.1741 4.2568
H 0.6423 -0.2096 -2.4665
H -2.6616 -5.0155 1.9471
H 5.4401 -1.2330 -1.4190
H 2.4918 0.8551 -3.0591
H -3.3836 0.7259 -4.0016
H -0.3981 -1.1600 -4.5313
H 4.1670 1.3874 -3.2480
H 3.1918 3.6771 1.3267
H 4.8363 0.6645 1.5299
H 4.8955 4.2034 1.2302
H -3.5658 2.3902 -3.2781
H -4.9607 -1.6006 0.8870
H 0.3615 2.1085 -3.2040
H -3.6791 2.4335 -0.5440
H -1.2510 1.7226 -3.9938
H 5.6605 -0.0279 -0.2213
H -5.8790 -5.3819 -0.8916
H 0.4999 4.9567 1.1184
H -2.0531 -1.0000 -3.8086
H -0.9868 -2.0411 -3.0704
H 2.4425 -1.3161 4.5294
H 1.1159 2.7671 1.9147
H -1.1831 -3.2677 2.9696
H -3.7555 -0.3709 -1.8768
H 5.3497 2.1181 -0.2494
H 0.2342 -0.9033 3.0907
H 5.7365 -1.2843 3.5860
H -0.8628 5.9663 -1.7812
H -4.8610 -1.0800 2.8814
H -4.8417 1.1678 -3.2355
H 3.1276 -0.7629 -1.1801
H -2.1482 -0.3526 2.2965
H -4.3937 -6.4922 0.6842
H 0.2119 0.9725 -4.5858
H -5.0167 1.0910 -0.3702
H 3.7547 -0.3500 -3.5215
H 4.5307 -1.6163 4.7775
H -1.0675 6.3075 -0.0784
H -2.4738 -3.9618 3.9483
H -6.2127 -3.0455 -0.7105
```

Charge   -1
HOMO level (spin up / spin down)   -1.8 / -1.8 eV
HOMO-LUMO gap (spin up / spin down)   4.00 / 4.00 eV

Charges obtained by Mulliken population analysis, quoted in units of e: -0.211, 0.800, 0.191, -1.192, -0.583, -0.285, 0.883, 0.006, -1.694, 0.355, 0.761, -1.207, -0.839, -0.323, -1.572, -1.244, 1.296, -1.074, -1.232, -1.494, -0.051, -1.060, -1.131, 0.971, 0.073, 1.586, -1.266, 0.657, 2.525, 1.791, -0.646, -1.617, -1.485, -1.514, -0.500, -0.928, -0.160, -1.973, -1.697, 0.254, -0.949, -0.376, -1.715, -0.294, -0.388, 0.409, 0.227, 0.412, 0.379, 0.378, 0.314, 0.217, 0.251, 0.378, 0.205, 0.480, 0.350, 0.223, 0.375, -0.547, 0.374, 0.289, 0.430, 0.327, 0.466, 0.396, 0.054, 0.645, 0.435, 0.144, 0.068, 0.133, 0.300, 0.211, 0.381, 0.269, 0.296, 0.321, 0.313, 0.208, 0.784, 0.186, 0.609, 0.513, 0.318, 0.341, 0.248, 0.359, 0.554, -0.595, 0.586, 0.418, 0.649, 0.378, 0.351, 0.428, 0.393, 0.488, 0.433



No. 2
Below is C3H14O5 as an isolated structure, with properties calculated with ωB97M-V/def2-TZVPD.

XYZ file:
```
22
C3H14O5 ωB97M-V/def2-TZVPD
O 2.0875 -0.0033 -0.7391
O -0.0318 -2.9266 -0.1193
O -1.5289 -0.2373 -0.6627
O 0.4816 -1.7006 -2.1084
O 0.7020 -0.9260 1.5318
C -0.1335 2.0661 0.8391
C -0.6343 2.5590 -0.3694
C -0.7842 1.5668 1.9784
H 1.5879 -0.6488 -1.3843
H -1.8582 1.4993 1.9864
H -0.3024 1.6711 2.9262
H 0.2024 -2.4910 -1.1141
H 0.9875 2.0983 0.9326
H -0.9158 -0.7001 -1.2816
H 0.3030 -1.6995 1.0723
H -1.2194 0.6065 -0.5577
H -1.6924 2.7279 -0.4818
H 0.1493 -3.8703 -0.1404
H 0.0248 -0.1767 1.5764
H 0.0783 2.9929 -1.0834
H 0.6849 -2.1265 -2.9214
H 1.8116 -0.2810 0.1205
```

Energy above the lowest of the compared OMol25 structures with the same formula, charge and spin   143.7 kcal per mole
HOMO level   -8.5 eV
HOMO-LUMO gap   3.55 eV

Charges obtained by Mulliken population analysis, quoted in units of e: -0.704, -0.803, -0.554, -0.965, -0.698, 0.265, -0.571, -0.396, 0.420, 0.283, 0.318, 0.420, 0.243, 0.417, 0.388, 0.245, 0.341, 0.223, 0.306, 0.296, 0.153, 0.374